ORCA calculation (wB97M-V/def2-TZVPD) on a 7-piece molecular cluster, C30H49N8O4 overall at a distorted geometry.

Last column: Löwdin charge in e.
CARTESIAN COORDINATES (ANGSTROEM)
C  -0.20467  0.42569  2.25451  0.0100
C  0.61627  1.75881  1.86225  -0.3869
O  0.45888  2.77076  2.62563  0.0370
O  1.50691  1.86404  0.74549  -0.1075
C  0.72836  2.40421  -0.38765  -0.1408
C  0.86300  1.33515  -1.62090  -0.1531
C  -0.59099  0.99176  -2.22681  -0.1941
C  -1.08371  -0.52740  -2.00405  -0.1910
C  -2.49782  -0.68242  -1.25228  -0.2050
C  -3.71161  0.14406  -1.90916  -0.1306
C  -4.94738  0.40538  -0.86683  -0.3810
N  -5.28144  -0.96066  -0.31666  0.1445
C  -6.33007  -0.93046  0.45378  -0.1716
O  -7.52587  -0.90656  0.85852  0.0753
C  -6.16109  1.12967  -1.63773  -0.0738
C  -5.83102  2.59436  -2.23209  -0.4103
C  -7.26228  3.40644  -2.23764  -0.0400
C  -5.42382  2.43786  -3.78370  -0.0587
N  -4.89643  3.42270  -1.41160  -0.1221
O  -3.72566  3.61393  -1.98238  -0.0343
C  -4.79937  2.98238  0.01242  -0.4234
C  -3.59454  3.87491  0.67530  -0.0511
C  -6.10783  3.30790  0.91274  -0.0485
C  -4.37561  1.44256  0.23171  -0.0551
H  -0.19969  0.29038  3.39340  0.0967
H  0.30364  -0.49576  1.79518  0.0738
H  -1.30067  0.48981  1.92392  0.0771
H  1.08947  3.45961  -0.70409  0.1420
H  -0.35548  2.48904  -0.02344  0.1019
H  1.49901  0.42917  -1.33443  0.0813
H  1.44060  1.91763  -2.44591  0.1122
H  -1.34207  1.73458  -1.78067  0.0877
H  -0.56003  1.20969  -3.36687  0.1181
H  -1.13344  -1.09089  -3.00672  0.1126
H  -0.26604  -1.04431  -1.35679  0.1109
H  -2.32496  -0.47313  -0.13100  0.0936
H  -2.78596  -1.80618  -1.31980  0.1167
H  -3.31239  1.11202  -2.37175  0.0896
H  -4.12292  -0.49370  -2.77836  0.1307
H  -6.47092  0.41710  -2.50311  0.1374
H  -7.12428  1.24703  -0.99926  0.1105
H  -7.31046  4.19392  -1.40778  0.0785
H  -7.28476  3.99630  -3.23880  0.0836
H  -8.15922  2.68283  -2.25449  0.0936
H  -4.34377  2.11056  -3.97024  0.0754
H  -6.10563  1.62848  -4.24607  0.0965
H  -5.59485  3.38995  -4.41349  0.0901
H  -3.64016  3.80144  1.81754  0.0926
H  -3.61907  4.97264  0.29535  0.1038
H  -2.55204  3.47664  0.36442  0.0674
H  -7.06730  2.82041  0.52185  0.0763
H  -5.85330  3.00720  2.00492  0.0991
H  -6.25811  4.44913  0.88083  0.0947
H  -4.75022  1.14207  1.29192  0.1333
H  -3.21609  1.43498  0.32321  0.1017
C  4.83618  -0.15188  -0.04828  -0.0733
C  4.21298  -0.29423  -1.40786  -0.2377
N  3.72078  -0.40672  -2.48519  0.1191
H  5.92401  -0.12486  -0.13930  0.0697
H  4.49481  0.77215  0.42222  0.0796
H  4.55321  -0.99600  0.57969  0.0212
C  2.44132  -2.60143  3.29198  -0.0579
C  3.70663  -1.84730  3.00011  -0.2069
N  4.70942  -1.25038  2.76843  0.1222
H  1.67826  -2.34655  2.55444  0.0494
H  2.63115  -3.67506  3.25041  0.0633
H  2.07563  -2.34249  4.28778  0.0722
C  7.26252  0.70525  -3.42511  -0.0694
C  8.30270  -0.17095  -2.78816  -0.2355
N  9.12465  -0.86629  -2.28399  0.1096
H  6.32644  0.15294  -3.53039  0.0561
H  7.08845  1.58584  -2.80405  0.0781
H  7.59921  1.02731  -4.41211  0.0783
C  7.93191  -2.96301  0.53668  -0.0716
C  7.66408  -4.18659  -0.29251  -0.2496
N  7.45210  -5.15557  -0.94798  0.0978
H  8.43393  -2.20557  -0.06910  0.0439
H  6.99071  -2.55417  0.90996  0.0534
H  8.56910  -3.22097  1.38450  0.0757
C  5.72253  -3.10758  5.98921  -0.0707
C  4.39049  -2.73057  6.57248  -0.2490
N  3.33559  -2.43159  7.03232  0.1100
H  5.91478  -2.51695  5.09123  0.0551
H  6.51350  -2.91783  6.71695  0.0781
H  5.72642  -4.16708  5.72674  0.0767
C  2.59096  -6.69492  1.15910  -0.0635
C  1.62502  -5.54683  1.08202  -0.2418
N  0.86045  -4.63820  1.02098  0.1144
H  3.33130  -6.50564  1.93849  0.0737
H  2.05459  -7.61617  1.39323  0.0792
H  3.10318  -6.81384  0.20264  0.0825

Forces on the atoms, in the same order (eV/Å):
C 0.97 -0.30 -0.45
C -0.57 3.62 3.26
O 0.77 -4.37 -3.49
O -2.23 -0.22 1.38
C -0.27 -0.79 -0.93
C -0.25 1.73 -0.51
C 0.11 -0.06 -0.63
C 0.26 -0.01 0.31
C 0.12 -0.93 -0.09
C -0.10 -0.66 -0.10
C 2.00 1.94 -1.08
N -4.16 1.15 3.61
C -3.51 0.26 -2.27
O 7.32 -0.41 -1.53
C -0.39 -0.87 0.13
C -2.59 -0.08 -1.50
C 0.43 0.30 -1.22
C 0.17 -0.07 -0.53
N 1.69 -2.20 -0.78
O -1.46 0.13 0.76
C 1.00 0.83 2.71
C 0.39 -0.11 -0.48
C 0.46 0.64 -0.51
C 0.12 -0.14 0.80
H 0.09 0.55 -1.72
H -0.95 1.35 0.47
H 1.70 0.05 0.27
H -0.41 -1.84 0.83
H 1.40 -0.01 -0.83
H -1.14 1.33 -0.27
H -0.81 -1.23 1.37
H 0.95 -1.05 -0.63
H -0.14 -0.35 1.93
H 0.14 0.92 1.49
H -1.52 0.65 -1.12
H -0.50 -0.07 -1.72
H 0.50 1.88 0.30
H -0.81 -1.16 0.94
H 0.58 0.98 1.23
H 0.54 1.37 1.35
H 1.87 -0.46 -0.66
H -0.08 -1.44 -1.03
H -0.13 -0.91 1.78
H 1.39 1.22 0.24
H -1.56 0.47 0.51
H 0.98 1.31 0.84
H 0.35 -1.35 1.30
H -0.10 0.26 -1.64
H -0.23 -1.90 0.88
H -1.83 0.57 0.39
H 1.45 0.52 0.79
H -0.65 0.41 -1.98
H 0.12 -1.69 0.14
H 0.51 0.51 -1.81
H -2.02 -0.30 -0.50
C -0.46 -0.08 -1.08
C -1.28 -0.27 -3.01
N 1.98 0.42 4.13
H -0.10 -0.03 -0.06
H -0.06 -0.12 -0.07
H 0.03 0.17 -0.22
C 0.75 0.58 -0.12
C 2.71 1.62 -0.51
N -3.81 -2.45 1.12
H 0.16 -0.09 0.00
H 0.01 0.16 -0.05
H 0.17 0.03 -0.06
C 0.63 -0.59 0.38
C 2.27 -1.92 1.37
N -3.22 2.68 -1.85
H 0.11 0.01 0.05
H 0.07 -0.12 -0.02
H 0.04 -0.08 0.13
C -0.17 -0.74 -0.56
C -0.57 -2.67 -1.83
N 0.78 3.74 2.58
H -0.03 -0.15 -0.05
H 0.05 -0.11 -0.03
H -0.08 -0.05 -0.12
C -0.82 0.26 0.36
C -2.91 0.84 1.25
N 4.05 -1.18 -1.86
H -0.11 -0.01 0.10
H -0.15 -0.01 -0.03
H -0.07 0.11 0.07
C -0.63 0.72 -0.09
C -2.14 2.51 -0.20
N 3.01 -3.49 0.29
H -0.10 0.03 -0.08
H -0.01 0.15 -0.02
H -0.08 0.09 0.09

Values from the calculation:
Energy above the lowest of the compared OMol25 structures with the same formula, charge and spin = 121.8 kcal/mol
Multiplicity = 2
F_max = 7.5 eV Å⁻¹
Expectation value of S² = 0.754